[1]
95
Properties=species:S:1:pos:R:3:mulliken_charge:R:1 method="wB97M-V/def2-TZVPD" e_above_lowest_kcal_mol=5.1 total_charge=+2 spin_multiplicity=1 energy_ha=-5399.6204 e_homo_ev=-12.44
In -0.15423 -0.16819 -0.22872 2.337
C 0.99085 2.18057 -2.66835 -1.854
C 1.89228 0.97768 -2.69723 0.957
C 2.98793 0.97277 -3.55460 -0.890
C 3.83901 -0.10679 -3.56726 -0.892
C 3.58319 -1.17476 -2.71895 -1.062
C 2.46964 -1.12179 -1.90855 0.731
N 1.63630 -0.06782 -1.89964 0.556
C 2.14783 -2.22413 -0.95638 0.915
C 2.82520 -3.42988 -0.96860 -1.146
C 2.49144 -4.40026 -0.04313 -1.057
C 1.46694 -4.16391 0.85585 -1.125
C 0.80637 -2.95271 0.80119 0.550
N 1.16239 -2.00103 -0.07290 -0.113
C -0.41507 -2.69116 1.61310 0.678
C -0.68945 -3.38838 2.76423 -0.796
C -1.92841 -3.20049 3.36360 -0.763
C -2.84266 -2.36340 2.76593 -0.895
C -2.49733 -1.65760 1.61721 0.947
C -3.48949 -0.74357 0.96558 -0.924
N -1.27181 -1.79911 1.08021 0.029
H 0.33870 2.19104 -3.54251 0.548
H 1.58849 3.08977 -2.70149 0.615
H 0.37713 2.21165 -1.77099 0.003
H 3.16339 1.82836 -4.19328 0.582
H 4.70262 -0.12343 -4.22011 0.468
H 4.25847 -2.01659 -2.69779 0.389
H 3.59019 -3.62863 -1.70313 0.507
H 3.00823 -5.35106 -0.04352 0.482
H 1.15383 -4.92925 1.55086 0.478
H 0.03371 -4.06763 3.19188 0.483
H -2.17786 -3.72742 4.27547 0.487
H -3.83271 -2.23406 3.18235 0.525
H -4.48169 -1.19066 1.01220 0.617
H -3.23517 -0.55892 -0.07452 -0.068
H -3.53579 0.21118 1.49479 0.143
O -3.24962 2.69114 -3.72051 -0.583
C -3.84419 1.45027 -3.82341 0.942
C -4.95732 1.21817 -4.61392 -0.895
C -5.52163 -0.04963 -4.63618 -0.468
C -4.97929 -1.07402 -3.87049 -1.056
C -3.85904 -0.82475 -3.09060 -0.217
C -3.28070 0.43590 -3.06130 -0.284
C -2.03256 0.71369 -2.26273 1.238
O -1.43440 -0.43098 -1.77392 -0.815
N -2.43041 1.59393 -1.11514 -0.612
N -1.61086 1.62346 -0.04539 0.495
C -1.67775 2.57181 0.81025 -0.907
C -1.03904 2.54135 2.12352 0.261
Br -0.52055 0.81606 2.75112 -0.078
C -0.91969 3.55145 2.98347 -0.872
C -1.18792 4.98193 2.75487 0.577
C -1.54378 5.74916 3.86460 -0.507
C -1.84215 7.09559 3.72993 -0.643
C -1.76551 7.69999 2.48188 -0.429
C -1.36873 6.95797 1.37663 -0.816
C -1.07724 5.61017 1.51188 -0.133
H -3.69079 3.31134 -4.31172 0.342
H -5.38284 2.02211 -5.20636 0.313
H -6.38981 -0.23388 -5.25668 0.407
H -5.42090 -2.06221 -3.89109 0.421
H -3.40263 -1.61701 -2.50839 0.433
H -1.35256 1.28862 -2.89329 -0.476
H -2.89234 2.45922 -1.36943 0.409
H -2.32410 3.42404 0.61532 0.930
H -0.60721 3.29731 3.99137 0.408
H -1.60367 5.27842 4.83992 0.415
H -2.12798 7.67429 4.59877 0.411
H -1.99592 8.75227 2.37325 0.405
H -1.27027 7.43542 0.41003 0.417
H -0.70165 5.06741 0.65343 0.439
O 1.43169 1.26415 0.48549 -0.173
S 2.83635 0.78781 0.90831 -0.142
C 3.09086 1.46436 2.52519 0.935
C 2.56543 2.71093 2.84607 -0.285
C 2.78016 3.20649 4.11984 -0.845
C 3.50795 2.46342 5.04774 -0.597
C 4.02221 1.22055 4.71106 -0.783
C 3.80698 0.70510 3.43814 -0.483
C 3.96122 1.74903 -0.06639 0.894
C 5.19630 1.19029 -0.36096 -0.482
C 6.10058 1.93070 -1.11001 -0.785
C 5.75451 3.19960 -1.55726 -0.587
C 4.50834 3.74099 -1.25441 -0.776
C 3.59758 3.01482 -0.50246 -0.317
H 1.99315 3.27392 2.11764 0.376
H 2.38704 4.17879 4.39137 0.516
H 3.67136 2.85916 6.04206 0.444
H 4.58509 0.64874 5.43719 0.445
H 4.19543 -0.26951 3.16332 0.453
H 5.45334 0.19569 -0.01048 0.440
H 7.07352 1.51737 -1.34324 0.475
H 6.46194 3.77354 -2.14228 0.444
H 4.25029 4.73472 -1.59978 0.482
H 2.62448 3.41971 -0.25241 0.435


[2]
101
Properties=species:S:1:pos:R:3:mulliken_charge:R:1 method="wB97M-V/def2-TZVPD" spin_multiplicity=1 smiles="CC(=O)OCCCCC[C@@H](Br)OC=O.O=C1C=CC(=O)C=C1.O=C1C=CC(=O)C=C1.O=C1C=CC(=O)C=C1.O=C1C=CC(=O)C=C1.O=C1C=CC(=O)C=C1.O=C1C=CC(=O)C=C1" energy_ha=-5515.7929 e_homo_ev=-10.05
C -1.11782 -0.20770 4.00596 -0.174
C -1.58905 -0.97453 2.80417 0.804
O -2.67153 -1.39682 2.70683 -0.578
O -0.65549 -1.09939 1.84522 -0.463
C -1.08767 -0.64473 0.54691 -0.665
C -1.25709 0.87540 0.47989 -0.144
C -2.70256 1.29277 0.75711 0.009
C -2.99477 2.79569 0.55514 -1.102
C -2.86181 3.61760 1.83581 -0.670
C -1.45986 3.97116 2.30550 0.232
Br -0.16384 4.29970 0.86477 -0.167
O -1.59354 5.19256 3.04039 -0.306
C -0.72011 5.30447 4.08186 0.061
O 0.43341 5.32221 3.98627 -0.371
H -1.87224 -0.20158 4.77488 0.346
H -0.90716 0.79811 3.65493 -0.291
H -0.18562 -0.65460 4.32712 0.065
H -2.00506 -1.15338 0.26599 0.406
H -0.32103 -0.93205 -0.15489 0.292
H -1.01842 1.14747 -0.54230 0.174
H -0.57718 1.37409 1.16383 0.175
H -3.06659 0.98215 1.73137 0.245
H -3.31043 0.78740 0.00994 0.116
H -4.04844 2.83501 0.28748 0.405
H -2.46160 3.20790 -0.29348 0.386
H -3.29401 3.00343 2.62424 0.206
H -3.46262 4.51658 1.81204 0.418
H -1.01975 3.23351 2.95965 0.187
H -1.19745 5.39612 5.06602 0.398
O 5.15065 -3.83832 7.47383 -0.550
C 4.27955 -3.04612 7.18365 0.175
C 4.48465 -1.58411 7.35058 -0.462
C 3.52840 -0.71531 7.03454 -0.461
C 2.22049 -1.17064 6.50215 0.288
O 1.34849 -0.37548 6.21283 -0.526
C 2.01778 -2.62842 6.33610 -0.074
C 2.96991 -3.50250 6.64975 -0.268
H 5.44583 -1.27235 7.73985 0.410
H 3.65508 0.35395 7.14823 0.427
H 1.05656 -2.93901 5.94550 0.423
H 2.83420 -4.57080 6.53262 0.664
O 0.26862 -0.21140 -2.45822 -0.560
C -0.14099 0.46752 -3.37696 0.056
C -1.55364 0.37997 -3.82119 -0.229
C -2.00484 1.12557 -4.82847 -0.321
C -1.11675 2.07672 -5.54407 0.076
O -1.52860 2.76022 -6.45729 -0.561
C 0.29451 2.16116 -5.09197 -0.345
C 0.74604 1.41479 -4.08854 -0.232
H -2.18599 -0.31583 -3.28169 0.663
H -3.03206 1.07910 -5.16932 0.470
H 0.92946 2.86090 -5.62182 0.525
H 1.77245 1.46557 -3.74445 0.556
O -8.07475 -3.76145 -4.20089 -0.541
C -7.07371 -3.23358 -3.76869 0.284
C -5.99841 -2.76109 -4.67751 -0.362
C -4.89861 -2.18350 -4.20239 -0.352
C -4.70145 -1.98581 -2.74580 0.413
O -3.69815 -1.45638 -2.31152 -0.395
C -5.77330 -2.45688 -1.83707 -0.399
C -6.87375 -3.03480 -2.31130 -0.397
H -6.16194 -2.91407 -5.73664 0.420
H -4.10266 -1.83344 -4.84836 0.370
H -5.60797 -2.30359 -0.77793 0.465
H -7.66853 -3.38523 -1.66538 0.406
O 2.30371 8.40256 -5.85709 -0.549
C 2.62226 7.36165 -5.32478 0.283
C 2.56073 7.19975 -3.84899 -0.447
C 2.91400 6.05643 -3.26820 -0.474
C 3.37770 4.89839 -4.06284 0.540
O 3.69451 3.85644 -3.52372 -0.548
C 3.43413 5.05410 -5.53508 -0.122
C 3.08407 6.19610 -6.12205 -0.462
H 2.21505 8.05580 -3.28383 0.417
H 2.87891 5.91338 -2.19524 0.472
H 3.77220 4.19100 -6.09839 0.440
H 3.11639 6.32997 -7.19571 0.438
O 1.43302 -5.57269 5.77907 -0.526
C 0.36492 -6.07690 6.06947 0.497
C -0.43320 -5.57645 7.21418 -0.176
C -1.60062 -6.12827 7.53316 -0.461
C -2.15352 -7.26651 6.75591 0.300
O -3.21752 -7.76746 7.04595 -0.540
C -1.35204 -7.76541 5.61042 -0.395
C -0.18460 -7.21265 5.29248 -0.428
H -0.01411 -4.74576 7.76858 0.447
H -2.19880 -5.77904 8.36503 0.416
H -1.77045 -8.59569 5.05614 0.401
H 0.41478 -7.56049 4.46086 0.425
O 4.09574 1.68705 -6.80456 -0.533
C 4.63104 0.73434 -6.27417 0.483
C 5.04431 0.77652 -4.85065 -0.092
C 5.63261 -0.26810 -4.27289 -0.493
C 5.89827 -1.51826 -5.02701 0.298
O 6.43255 -2.47076 -4.50142 -0.548
C 5.48339 -1.55845 -6.45218 -0.445
C 4.89537 -0.51437 -7.02954 -0.402
H 4.83999 1.69841 -4.31712 0.463
H 5.94227 -0.25776 -3.23567 0.440
H 5.68589 -2.47819 -6.98607 0.401
H 4.58495 -0.52386 -8.06676 0.425


[3]
90
Properties=species:S:1:pos:R:3:mulliken_charge:R:1 method="wB97M-V/def2-TZVPD" total_charge=-1 spin_multiplicity=1 smiles="COc1ccc([C@@H](c2cc(-c3ccccc3)c([O-])c(-c3ccccc3)c2)[C@H](N=C(c2ccccc2)c2ccccc2)C(=O)OC(C)(C)C)cc1" energy_ha=-2094.5310 e_homo_ev=-3.13
C 4.19082 -5.42028 -1.11450 -0.828
O 3.80308 -4.81473 0.13341 -0.461
C 3.15947 -3.61936 0.09309 0.714
C 2.56810 -3.18705 1.30161 -1.099
C 1.74568 -2.07269 1.29426 0.280
C 1.59657 -1.29065 0.14470 -0.415
C 0.88253 0.06130 0.09503 2.437
C -0.27525 0.07662 -0.92593 -0.211
C -0.87225 1.32438 -1.14902 -1.266
C -1.71997 1.55206 -2.22007 -0.431
C -2.08046 2.91025 -2.63149 0.535
C -1.21515 3.99314 -2.32980 -0.438
C -1.51297 5.28908 -2.75385 -0.741
C -2.68451 5.54735 -3.47921 -0.312
C -3.55044 4.48965 -3.78771 -0.603
C -3.24431 3.19491 -3.37680 -0.376
C -2.17224 0.38677 -3.01187 0.793
O -3.11754 0.49810 -3.82517 -0.946
C -1.45887 -0.89716 -2.84163 -0.469
C -1.60421 -1.95070 -3.86757 0.349
C -0.56843 -2.89338 -4.09985 -0.344
C -0.68138 -3.85728 -5.10739 -0.684
C -1.83274 -3.92676 -5.90518 -0.287
C -2.86210 -3.00052 -5.69498 -0.666
C -2.74163 -2.03788 -4.69821 -0.262
C -0.63576 -1.02812 -1.73275 -0.379
C 0.68650 0.65711 1.38138 1.707
N -0.56985 1.30353 1.75371 -0.807
C -1.40389 0.73127 2.55520 -0.009
C -2.60353 1.48460 2.98876 0.622
C -3.75586 0.84830 3.49389 -0.213
C -4.91789 1.58975 3.71985 -0.828
C -4.91506 2.97665 3.51984 -0.350
C -3.74147 3.62725 3.10299 -0.689
C -2.59268 2.87866 2.83169 -0.460
C -1.30382 -0.72750 2.92657 0.385
C -2.06769 -1.62395 2.17432 -0.081
C -1.92299 -3.00083 2.36951 -0.910
C -1.05660 -3.47679 3.35829 -0.408
C -0.34987 -2.57648 4.16229 -0.707
C -0.47273 -1.19730 3.95403 0.011
C 1.74344 1.76217 1.55068 -1.528
O 1.72504 2.75756 0.84688 -0.682
O 2.67256 1.47615 2.50219 -0.430
C 4.08981 1.80765 2.19581 1.679
C 4.29171 3.29511 1.99718 -1.548
C 4.54168 1.03287 0.96819 -1.434
C 4.88671 1.38016 3.41281 -1.808
C 2.24449 -1.68723 -1.03083 -0.849
C 3.01976 -2.83757 -1.08119 -0.843
H 4.58369 -6.38314 -0.79621 0.255
H 3.33051 -5.55534 -1.78505 0.346
H 4.97023 -4.83516 -1.62041 0.292
H 2.72401 -3.76289 2.21226 0.444
H 1.19733 -1.84007 2.20613 0.237
H 1.63064 0.70354 -0.42541 0.249
H -0.65412 2.12967 -0.44531 0.564
H -0.28651 3.79314 -1.78756 0.473
H -0.82701 6.10123 -2.50705 0.347
H -2.92342 6.56349 -3.79656 0.345
H -4.47189 4.66613 -4.34397 0.354
H -3.89943 2.37614 -3.66153 0.399
H 0.34921 -2.83776 -3.50916 0.352
H 0.13301 -4.56468 -5.27654 0.338
H -1.92871 -4.68706 -6.68413 0.345
H -3.76521 -3.02002 -6.30443 0.356
H -3.53013 -1.30358 -4.58042 0.421
H -0.25826 -2.02583 -1.48102 0.900
H 0.91252 -0.03122 2.19586 0.006
H -3.73621 -0.22064 3.70580 0.412
H -5.82622 1.08144 4.05744 0.363
H -5.83126 3.55155 3.68255 0.354
H -3.72010 4.71196 2.98702 0.370
H -1.67052 3.35705 2.51102 0.406
H -2.77518 -1.23249 1.44126 0.519
H -2.48895 -3.69451 1.74642 0.416
H -0.92300 -4.55394 3.49985 0.396
H 0.30911 -2.94682 4.95277 0.372
H 0.05546 -0.48330 4.58987 0.397
H 4.07937 3.82255 2.93561 0.362
H 5.33705 3.49197 1.71289 0.432
H 3.63095 3.66911 1.21148 0.298
H 4.39955 -0.04706 1.11908 0.291
H 3.99903 1.36585 0.07077 0.262
H 5.61196 1.21270 0.80133 0.559
H 4.71156 0.33013 3.66394 0.397
H 5.95769 1.50222 3.21354 0.382
H 4.63734 2.00552 4.27653 0.402
H 2.11905 -1.08497 -1.93144 0.558
H 3.49312 -3.13308 -2.02031 0.319


[4]
126
Properties=species:S:1:pos:R:3:mulliken_charge:R:1 method="wB97M-V/def2-TZVPD" spin_multiplicity=1 smiles="O=[N+]([O-])c1ccccc1.O=[N+]([O-])c1ccccc1.O=[N+]([O-])c1ccccc1.O=[N+]([O-])c1ccccc1.O=C1OC[C@@H](F)O1.O=C1OC[C@@H](F)O1.O=C1OC[C@@H](F)O1.O=C1OC[C@@H](F)O1.O=C1OC[C@@H](F)O1.O=C1OC[C@@H](F)O1.O=C1OC[C@@H](F)O1" energy_ha=-4839.0950 e_homo_ev=-9.62
O 2.35265 -0.55158 2.52737 -0.226
N 1.88653 -0.18038 3.58632 0.801
O 0.91277 0.55269 3.66223 -0.638
C 2.62871 -0.36925 4.86041 -0.017
C 2.56235 0.61327 5.82136 -0.390
C 3.24854 0.45016 7.00955 -0.685
C 3.88580 -0.79506 7.21262 -0.410
C 3.96981 -1.78111 6.23841 -0.803
C 3.23250 -1.58383 5.05224 0.243
H 1.95723 1.49697 5.67157 0.474
H 3.11489 1.14801 7.82049 0.401
H 4.27078 -0.94283 8.21474 0.369
H 4.65589 -2.61402 6.23871 0.420
H 3.48272 -2.28595 4.26625 0.353
O 5.65157 0.49501 -6.29553 -0.598
N 5.26478 1.57642 -5.88797 0.965
O 5.78645 2.64628 -6.17029 -0.595
C 4.04793 1.63028 -5.07554 -0.246
C 3.69150 2.76475 -4.37124 -0.414
C 2.54845 2.81376 -3.59890 -0.954
C 1.63389 1.76515 -3.68559 -0.159
C 2.01523 0.59827 -4.31977 0.016
C 3.20607 0.51361 -5.03932 -0.476
H 4.40617 3.57822 -4.31661 0.486
H 2.23479 3.69867 -3.06885 0.550
H 0.69507 1.91883 -3.16748 0.593
H 1.39857 -0.28614 -4.39817 0.339
H 3.40929 -0.37833 -5.61212 0.508
O -2.75790 -3.49986 -0.29252 -0.630
N -3.28153 -2.41247 -0.46743 0.946
O -3.15614 -1.75678 -1.49001 -0.440
C -4.03934 -1.79714 0.64311 0.283
C -3.90044 -2.20869 1.95766 -0.683
C -4.63915 -1.53444 2.94122 -0.663
C -5.50725 -0.52429 2.58856 -0.472
C -5.77620 -0.24090 1.25024 -0.421
C -5.06227 -0.92909 0.28317 -0.596
H -3.18205 -2.97322 2.21798 0.827
H -4.39619 -1.81810 3.95623 0.341
H -5.75814 0.15826 3.39490 0.692
H -6.55431 0.49618 1.11220 0.399
H -5.25286 -0.65909 -0.74665 0.433
O -2.00670 1.96957 -4.61146 -0.570
N -2.55492 2.90455 -4.07156 1.097
O -2.31709 4.06927 -4.28987 -0.623
C -3.69887 2.55499 -3.21896 0.526
C -4.67499 1.74317 -3.73759 -0.315
C -5.74006 1.35144 -2.94792 -0.779
C -5.83046 1.78784 -1.66169 -0.544
C -4.92278 2.74074 -1.16269 -1.057
C -3.82184 3.08654 -1.93260 -0.277
H -4.54670 1.43997 -4.77054 0.355
H -6.37093 0.53802 -3.28960 0.367
H -6.45315 1.27022 -0.94390 0.788
H -4.86540 2.84928 -0.08706 0.308
H -3.04899 3.60450 -1.38158 0.598
O -1.44984 -1.15090 3.41152 -0.204
C -0.83002 -2.13900 3.61115 -0.019
O -0.56265 -2.71089 4.76563 -0.409
C 0.10692 -3.94102 4.58810 -0.605
C 0.54515 -3.89525 3.14760 0.824
F 0.17005 -4.99259 2.43764 -0.333
O -0.16682 -2.79467 2.59120 0.315
H 0.93291 -4.08846 5.28185 0.329
H -0.53187 -4.81282 4.74820 0.304
H 1.61085 -3.70815 2.99187 -0.189
O -4.25528 -2.57848 -6.10410 -0.552
C -3.28132 -2.30005 -5.49584 0.472
O -2.28307 -3.18938 -5.29901 -0.408
C -1.39277 -2.67216 -4.34260 -0.290
C -1.68889 -1.15867 -4.32041 2.253
F -0.87368 -0.59335 -5.28592 -0.309
O -3.01322 -1.15100 -4.83789 -0.200
H -1.48292 -3.22408 -3.40037 0.177
H -0.35928 -2.89687 -4.61969 0.297
H -1.48965 -0.62513 -3.39751 -1.045
O -1.81230 7.78754 0.61852 -0.532
C -1.17160 6.84678 0.25047 0.593
O -1.74303 5.72290 -0.17676 -0.347
C -0.85563 4.64040 0.16071 0.628
C 0.47812 5.33683 -0.10187 0.481
F 0.80763 5.14946 -1.41659 -0.298
O 0.18603 6.69140 0.21757 -0.380
H -0.90940 4.34132 1.20969 0.017
H -1.16592 3.81521 -0.47305 -0.563
H 1.26120 5.01315 0.58146 0.371
O 3.63959 -1.43748 -2.10564 -0.572
C 4.28600 -0.63086 -1.51792 0.863
O 5.63328 -0.53782 -1.49002 -0.411
C 5.95942 0.67066 -0.82389 -0.639
C 4.74753 0.86486 0.13252 0.377
F 4.52275 2.18132 0.30628 -0.325
O 3.75793 0.30010 -0.69443 -0.177
H 6.97121 0.61618 -0.42422 0.320
H 6.00294 1.55135 -1.47689 0.246
H 5.00090 0.29731 1.02957 0.289
O -1.46155 1.44231 -0.32482 -0.424
C -0.86614 0.42466 -0.51629 -0.466
O -0.20217 -0.30921 0.39866 0.255
C 0.52851 -1.40161 -0.23433 0.080
C 0.64928 -0.78352 -1.58817 0.798
F 0.66855 -1.73238 -2.59523 -0.457
O -0.52722 -0.03019 -1.75165 0.411
H 1.45111 -1.64964 0.27892 -0.046
H -0.17694 -2.23208 -0.14779 0.076
H 1.47527 -0.08121 -1.73865 -0.205
O -4.21853 4.36800 2.83335 -0.555
C -3.65668 3.33515 2.95538 0.516
O -2.38531 3.05548 2.73786 -0.364
C -2.20648 1.63060 2.78704 1.093
C -3.26533 1.32392 3.84449 0.876
F -2.88574 1.70361 5.08761 -0.429
O -4.28915 2.17215 3.35924 -0.350
H -2.49760 1.09836 1.88370 -0.335
H -1.23548 1.32073 3.15711 -0.205
H -3.64104 0.30985 3.75851 -0.399
O 1.26674 -4.31014 0.00935 -0.347
C 2.42173 -4.59522 0.01402 0.432
O 3.06244 -5.37417 -0.90111 -0.383
C 4.45615 -5.33076 -0.60030 -0.634
C 4.64858 -4.28609 0.47134 0.399
F 5.17116 -3.13761 -0.06313 -0.246
O 3.31844 -3.95962 0.81026 -0.100
H 4.73865 -6.34837 -0.30752 0.327
H 5.02008 -5.17289 -1.52122 0.303
H 5.30315 -4.75017 1.20985 0.237